{"formula": "C41H61ClGeN7O4P3Ru", "method": "wB97M-V/def2-TZVPD", "s_squared": 6.0786, "total_charge": 0, "orbital_gap_ev": [3.7, 3.7], "spin_multiplicity": 5, "total_energy_ha": -5938.298997, "de_lowest_kj_mol": 913.9, "mol_weight_g_mol": 1018.04, "species": ["Ru", "C", "C", "C", "P", "C", "N", "Ge", "N", "C", "P", "C", "C", "C", "C", "C", "C", "C", "C", "C", "C", "C", "C", "N", "C", "C", "C", "C", "C", "C", "C", "C", "C", "C", "C", "C", "N", "C", "P", "C", "C", "C", "C", "C", "C", "C", "C", "C", "H", "H", "H", "H", "H", "H", "H", "H", "H", "H", "H", "H", "H", "H", "H", "H", "H", "H", "H", "H", "H", "H", "H", "H", "H", "H", "H", "H", "H", "H", "H", "H", "H", "H", "H", "H", "H", "H", "H", "H", "H", "H", "H", "H", "H", "H", "H", "H", "H", "H", "H", "H", "H", "H", "H", "H", "H", "H", "H", "H", "H", "O", "Cl", "O", "O", "O", "N", "C", "N", "C", "N"], "xyz": [[11.45, 11.79, 11.52], [7.93, 16.06, 17.42], [8.75, 17.20, 17.30], [8.77, 18.40, 18.18], [9.03, 11.95, 12.18], [8.88, 12.26, 14.12], [9.84, 11.37, 14.69], [11.60, 11.44, 13.84], [12.27, 9.60, 13.45], [11.90, 8.99, 12.15], [12.54, 10.10, 10.50], [14.40, 10.03, 10.10], [14.84, 8.54, 9.98], [14.61, 10.93, 8.87], [11.88, 9.18, 8.90], [11.66, 7.66, 9.25], [10.66, 9.97, 8.54], [12.85, 8.87, 14.46], [13.82, 7.86, 14.11], [14.39, 7.04, 15.03], [14.14, 7.21, 16.42], [13.40, 8.25, 16.82], [12.65, 8.97, 15.84], [11.69, 9.98, 16.20], [10.30, 9.57, 16.16], [10.00, 8.40, 16.95], [8.83, 7.82, 16.77], [7.85, 8.44, 16.00], [8.12, 9.66, 15.39], [9.32, 10.29, 15.43], [12.08, 11.02, 16.97], [11.67, 11.37, 18.33], [12.38, 12.23, 19.16], [13.39, 13.02, 18.60], [13.77, 12.84, 17.24], [13.08, 11.86, 16.38], [13.40, 11.66, 15.08], [14.18, 12.48, 14.15], [13.02, 13.21, 12.73], [12.48, 14.94, 12.83], [11.27, 14.77, 13.66], [13.66, 15.93, 13.33], [10.67, 20.10, 21.84], [11.84, 20.01, 22.82], [9.22, 19.79, 22.24], [5.17, 11.57, 7.38], [6.17, 11.30, 8.42], [3.78, 12.07, 7.47], [8.57, 15.30, 17.93], [7.74, 15.62, 16.43], [6.96, 16.11, 17.95], [9.50, 17.15, 16.49], [9.19, 17.94, 19.09], [7.84, 18.96, 18.41], [9.70, 18.88, 17.85], [7.92, 12.09, 14.63], [9.05, 13.36, 14.33], [10.79, 8.92, 12.03], [12.25, 7.96, 12.21], [14.91, 10.57, 10.90], [14.34, 7.86, 9.31], [14.61, 8.09, 10.96], [15.94, 8.55, 9.62], [14.41, 10.29, 7.98], [15.69, 11.17, 8.73], [14.10, 11.86, 8.93], [12.68, 9.15, 8.13], [10.64, 7.41, 9.50], [12.38, 7.54, 10.11], [11.99, 6.89, 8.50], [10.86, 11.08, 8.43], [9.83, 9.86, 9.26], [10.15, 9.50, 7.68], [14.02, 7.55, 13.05], [15.07, 6.26, 14.63], [14.45, 6.43, 17.17], [13.51, 8.73, 17.80], [10.79, 7.94, 17.55], [8.67, 6.79, 17.18], [6.80, 8.08, 16.05], [7.30, 10.09, 14.81], [10.73, 10.92, 18.66], [12.04, 12.37, 20.16], [13.84, 13.72, 19.21], [14.58, 13.40, 16.80], [14.98, 11.85, 13.71], [14.64, 13.33, 14.63], [12.22, 15.28, 11.86], [10.91, 15.57, 14.31], [11.33, 13.94, 14.40], [10.56, 14.65, 12.85], [13.84, 16.02, 14.39], [13.38, 16.94, 12.99], [14.63, 15.74, 12.86], [10.93, 20.60, 20.91], [11.40, 20.28, 23.76], [12.73, 20.64, 22.63], [12.06, 18.90, 22.86], [8.57, 20.64, 21.88], [9.16, 19.84, 23.30], [8.69, 18.86, 21.86], [5.76, 11.56, 6.38], [6.17, 11.94, 9.34], [7.16, 11.28, 7.97], [6.03, 10.35, 9.07], [3.67, 12.61, 6.43], [3.47, 12.79, 8.27], [3.04, 11.24, 7.38], [9.03, 13.38, 11.76], [11.71, 18.53, 13.39], [10.87, 18.51, 14.51], [11.19, 19.58, 15.38], [10.82, 17.21, 15.08], [9.44, 18.72, 14.03], [10.40, 16.86, 8.56], [11.17, 15.92, 8.51], [12.04, 14.89, 8.42], [11.45, 13.88, 9.07], [11.33, 12.93, 9.77]], "lowdin_spin": [1.24, 0.00, 0.00, 0.00, -0.04, 0.00, -0.01, 0.05, 0.04, 0.02, 0.04, 0.01, 0.00, 0.00, 0.01, 0.00, 0.00, 0.00, 0.00, 0.00, 0.00, 0.00, 0.00, 0.00, 0.00, 0.00, 0.00, 0.00, 0.00, 0.00, 0.00, 0.00, 0.00, 0.00, 0.00, 0.00, 0.03, 0.02, 0.34, 0.04, 0.03, 0.00, 0.68, 0.09, 0.10, 0.63, 0.12, 0.11, 0.00, 0.00, 0.00, 0.00, 0.00, 0.00, 0.00, 0.00, 0.00, 0.00, 0.00, 0.00, 0.00, 0.00, 0.00, 0.00, 0.00, 0.00, 0.00, 0.00, 0.00, 0.00, 0.00, 0.00, 0.00, 0.00, 0.00, 0.00, 0.00, 0.00, 0.00, 0.00, 0.00, 0.00, 0.00, 0.00, 0.00, 0.01, 0.00, 0.00, 0.00, 0.00, 0.00, 0.00, 0.00, 0.00, 0.04, 0.01, 0.00, 0.03, 0.02, 0.00, 0.03, 0.02, 0.02, 0.00, 0.05, 0.01, 0.01, 0.03, 0.00, 0.00, 0.00, 0.00, 0.00, 0.00, 0.02, 0.00, 0.03, 0.03, 0.03]}